C9H13INO | ωB97M-V with the def2-TZVPD basis set

Each atom is followed by the atoms it is bonded to, with distances in Å.
Element x y z (Å)
1 C -0.693 -2.259 2.559  C2 1.373, C3 1.338, H13 1.037
2 C 0.233 -2.610 1.608  C1 1.373, C4 1.391, H14 1.079
3 C -1.030 -0.974 2.721  C1 1.338, C5 1.419, H15 1.083
4 C 0.664 -1.564 0.799  C2 1.391, N10 1.339, H16 1.050
5 C -0.650 -0.037 1.726  C3 1.419, N10 1.329, H17 1.061
6 C 1.774 0.169 -1.124  C9 1.565, H18 1.073, H19 1.067, H20 1.091
7 C -0.036 1.778 -0.583  C9 1.432, O11 1.463, H21 1.128, H22 1.121
8 C -1.050 -0.375 -2.772  I12 2.020, H23 1.020, H24 1.041
9 C 0.412 0.430 -0.400  C6 1.565, C7 1.432, N10 1.369
10 N 0.097 -0.357 0.674  C4 1.339, C5 1.329, C9 1.369
11 O -1.487 1.887 -0.430  C7 1.463, H25 0.938
12 I -1.664 -2.028 -1.787  C8 2.020
13 H -1.200 -2.948 3.146  C1 1.037
14 H 0.643 -3.601 1.494  C2 1.079
15 H -1.592 -0.789 3.628  C3 1.083
16 H 1.361 -1.929 0.105  C4 1.050
17 H -1.109 0.919 1.764  C5 1.061
18 H 1.799 -0.695 -1.761  C6 1.073
19 H 2.535 0.093 -0.381  C6 1.067
20 H 1.897 1.023 -1.792  C6 1.091
21 H 0.583 2.447 0.082  C7 1.128
22 H 0.146 2.130 -1.632  C7 1.121
23 H -1.494 0.528 -2.932  C8 1.020
24 H -0.347 -0.761 -3.436  C8 1.041
25 H -1.745 2.781 -0.551  O11 0.938

Properties
E (a.u.): -778.0148
Total charge: +1
Kohn-Sham gap (alpha / beta) (eV): 8.0152 / 6.3019
ΔE to the lowest compared entry with this formula, charge and spin (kJ/mol): 303.8
LUMO (alpha / beta) (eV): -3.96 / -5.12
HOMO (alpha / beta) (eV): -11.971 / -11.422

Here are the Mulliken charges for atoms 1 to 6, given in e: -0.272, -0.772, -0.682, -0.113, -0.011, -1.833



C9H13N2 | ωB97M-V with the def2-TZVPD basis set

Each atom is followed by the atoms it is bonded to, with distances in Å.
Element x y z (Å)
1 C -0.454 -1.611 -2.890  C2 1.370, C11 1.363, H12 1.084
2 C -1.145 -2.163 -1.844  C1 1.370, C3 1.378, H13 1.079
3 C -1.237 -1.391 -0.706  C2 1.378, C4 1.368, H14 1.079
4 C -0.636 -0.162 -0.740  C3 1.368, C5 1.532, N10 1.317
5 C -0.692 0.697 0.527  C4 1.532, C6 1.582, N9 1.481, H15 1.088
6 C -0.202 -0.211 1.727  C5 1.582, C7 1.570, H16 1.086, H17 1.085
7 C 0.861 0.613 2.538  C6 1.570, C8 1.537, H18 1.087, H19 1.085
8 C 1.511 1.351 1.357  C7 1.537, N9 1.497, H20 1.087, H21 1.093
9 N 0.320 1.778 0.558  C5 1.481, C8 1.497, H22 1.029, H23 1.022
10 N 0.000 0.392 -1.752  C4 1.317, C11 1.336
11 C 0.089 -0.361 -2.851  C1 1.363, N10 1.336, H24 1.081
12 H -0.335 -2.191 -3.798  C1 1.084
13 H -1.566 -3.155 -1.893  C2 1.079
14 H -1.764 -1.748 0.166  C3 1.079
15 H -1.661 1.176 0.650  C5 1.088
16 H 0.432 -0.983 1.302  C6 1.086
17 H -1.062 -0.588 2.270  C6 1.085
18 H 1.558 -0.168 2.832  C7 1.087
19 H 0.456 1.204 3.352  C7 1.085
20 H 2.259 2.119 1.541  C8 1.087
21 H 2.009 0.617 0.718  C8 1.093
22 H 0.679 2.109 -0.348  N9 1.029
23 H -0.021 2.635 0.998  N9 1.022
24 H 0.601 0.041 -3.715  C11 1.081

Properties
E (a.u.): -460.0141
Total charge: +1
Kohn-Sham gap (eV): 10.3550
SMILES: c1ccc([C@H]2CCC[NH2+]2)nc1
ΔE to the lowest compared entry with this formula, charge and spin (kJ/mol): 0.0
LUMO (eV): -2.93
HOMO (eV): -13.286

Here are the Mulliken charges for atoms 1 to 6, given in e: -0.273, -0.597, -0.300, 0.263, -0.100, -0.851



C9H13N2 | ωB97M-V with the def2-TZVPD basis set

Each atom is followed by the atoms it is bonded to, with distances in Å.
Element x y z (Å)
1 H -1.298 3.637 -0.506  N2 0.978
2 N -0.616 2.984 -0.248  H1 0.978, C3 1.260
3 C -0.902 1.765 -0.108  N2 1.260, C4 1.482, C12 1.548
4 C -2.146 0.972 -0.247  C3 1.482, C5 1.610, H13 1.089, H14 1.116
5 C -2.129 -0.322 0.711  C4 1.610, C6 1.485, H15 1.109, H16 1.026
6 C -1.034 -1.256 0.344  C5 1.485, C7 1.590, H17 1.026, H18 1.194
7 C 0.361 -0.524 0.556  C6 1.590, C8 1.651, C12 1.475, H19 1.038
8 C 1.524 -0.760 -0.592  C7 1.651, C9 1.524, H20 1.101, H21 1.061
9 C 2.833 -0.020 -0.343  C8 1.524, C10 1.513, H22 0.995, H23 1.092
10 C 2.599 1.229 0.477  C9 1.513, N11 1.257, H24 1.033
11 N 1.405 1.595 0.620  C10 1.257, C12 1.298
12 C 0.302 0.943 0.414  C3 1.548, C7 1.475, N11 1.298
13 H -2.941 1.707 -0.131  C4 1.089
14 H -2.073 0.653 -1.313  C4 1.116
15 H -2.158 -0.013 1.776  C5 1.109
16 H -3.040 -0.788 0.633  C5 1.026
17 H -0.864 -2.188 0.739  C6 1.026
18 H -1.169 -1.401 -0.834  C6 1.194
19 H 0.836 -0.892 1.402  C7 1.038
20 H 1.148 -0.635 -1.620  C8 1.101
21 H 1.703 -1.777 -0.351  C8 1.061
22 H 3.395 0.097 -1.155  C9 0.995
23 H 3.419 -0.624 0.353  C9 1.092
24 H 3.395 1.779 0.839  C10 1.033

Properties
E (a.u.): -459.9051
Total charge: +1
Kohn-Sham gap (eV): 8.5346
SMILES: [H]/N=C1\CCC[C@H]2CCC=[N+]=C12
ΔE to the lowest compared entry with this formula, charge and spin (kJ/mol): 286.2
LUMO (eV): -5.48
HOMO (eV): -14.017

Here are the Mulliken charges for atoms 1 to 6, given in e: 0.269, -0.545, 0.404, -0.671, -1.082, -0.878



C9H13N2O | ωB97M-V with the def2-TZVPD basis set

Each atom is followed by the atoms it is bonded to, with distances in Å.
Element x y z (Å)
1 C -0.633 3.895 2.107  C2 1.408, C3 1.349, H13 1.144
2 C -0.550 2.715 2.871  C1 1.408, C4 1.422, H14 1.091
3 C -0.730 3.853 0.763  C1 1.349, C5 1.413, H15 1.135
4 C -0.556 1.381 2.380  C2 1.422, C6 1.382, H16 1.093
5 C -0.758 2.560 0.194  C3 1.413, C6 1.364, H17 1.116
6 C -0.649 1.468 1.004  C4 1.382, C5 1.364
7 C 1.187 -2.534 -2.158  C8 1.580, N11 1.449, H18 1.104, H19 1.131
8 C -0.045 -1.569 -2.376  C7 1.580, O12 1.452, H20 1.131, H21 1.168
9 C -0.169 -0.690 -0.098  N10 1.294, O12 1.274
10 N 0.129 -1.722 0.623  C9 1.294, H22 1.090, H23 1.040
11 N 0.828 -3.609 -1.256  C7 1.449, H24 0.995, H25 0.991
12 O -0.294 -0.562 -1.360  C8 1.452, C9 1.274
13 H -0.426 4.916 2.579  C1 1.144
14 H -0.192 2.849 3.893  C2 1.091
15 H -0.527 4.725 0.064  C3 1.135
16 H -0.721 0.596 3.123  C4 1.093
17 H -1.080 2.490 -0.873  C5 1.116
18 H 1.406 -3.077 -3.093  C7 1.104
19 H 1.910 -1.868 -1.599  C7 1.131
20 H 0.134 -1.028 -3.354  C8 1.131
21 H -0.976 -2.196 -2.700  C8 1.168
22 H 0.438 -2.665 0.173  N10 1.090
23 H 0.396 -1.709 1.628  N10 1.040
24 H 0.185 -4.269 -1.630  N11 0.995
25 H 1.689 -3.949 -0.903  N11 0.991

Properties
E (a.u.): -535.0745
Total charge: +1
Kohn-Sham gap (eV): 8.7416
ΔE to the lowest compared entry with this formula, charge and spin (kJ/mol): 557.9
LUMO (eV): -4.02
HOMO (eV): -12.765

Here are the Mulliken charges for atoms 1 to 6, given in e: -0.388, -0.287, -0.249, -0.539, -0.315, 0.547



C9H13N2O3 | ωB97M-V with the def2-TZVPD basis set

Each atom is followed by the atoms it is bonded to, with distances in Å.
Element x y z (Å)
1 C -0.883 1.124 -4.270  C2 1.190, H15 1.018
2 C -0.484 1.834 -3.402  C1 1.190, C9 1.470
3 C -0.789 0.139 -1.147  C7 1.460, O12 1.128
4 C 1.590 -0.213 1.222  C5 1.533, C6 1.509, H16 1.119, H17 1.102
5 C 0.622 0.878 0.750  C4 1.533, C7 1.483, H18 1.185, H19 1.108
6 C 1.038 -1.615 1.296  C4 1.509, N10 1.450, H20 1.098, H21 1.115
7 C 0.342 0.950 -0.705  C3 1.460, C5 1.483, O14 1.390, H22 1.114
8 C -0.835 -2.334 2.757  N10 1.425, H23 1.108, H24 1.104, H25 1.109
9 C -0.213 2.744 -2.280  C2 1.470, O14 1.450, H26 1.092, H27 1.210
10 N -0.385 -1.723 1.551  C6 1.450, C8 1.425, N11 1.287
11 N -1.151 -1.158 0.684  N10 1.287, O13 1.243
12 O -1.810 -0.102 -1.561  C3 1.128
13 O -2.367 -1.286 0.465  N11 1.243
14 O -0.244 2.188 -0.942  C7 1.390, C9 1.450
15 H -0.786 0.451 -5.028  C1 1.018
16 H 2.594 -0.209 0.729  C4 1.119
17 H 1.876 0.123 2.232  C4 1.102
18 H -0.385 0.948 1.371  C5 1.185
19 H 1.228 1.790 0.921  C5 1.108
20 H 1.183 -2.178 0.363  C6 1.098
21 H 1.326 -2.383 2.051  C6 1.115
22 H 1.335 0.696 -1.141  C7 1.114
23 H -0.277 -3.287 2.845  C8 1.108
24 H -1.905 -2.581 2.642  C8 1.104
25 H -0.629 -1.532 3.496  C8 1.109
26 H -0.889 3.600 -2.337  C9 1.092
27 H 0.897 3.135 -2.561  C9 1.210

Properties
Expectation value of S²: 2.01
E (a.u.): -685.3569
Total charge: +1
Kohn-Sham gap (alpha / beta) (eV): 6.3431 / 7.5437
Spin multiplicity: 3
ΔE to the lowest compared entry with this formula, charge and spin (kJ/mol): 270.0
LUMO (alpha / beta) (eV): -4.20 / -5.92
HOMO (alpha / beta) (eV): -10.543 / -13.460

Here are the Mulliken charges for atoms 1 to 6, given in e: -0.050, -0.425, 0.454, -0.724, -0.764, -0.646



C9H13N2O3P | ωB97M-V with the def2-TZVPD basis set

Each atom is followed by the atoms it is bonded to, with distances in Å.
Element x y z (Å)
1 C -1.979 -0.560 0.813  C3 1.472, N11 1.308, H16 1.038
2 C -2.265 -2.426 -0.343  N10 1.305, N11 1.416, H17 1.030
3 C -0.697 -1.203 0.481  C1 1.472, C5 1.372, N10 1.398
4 C 1.664 -0.978 -0.104  C5 1.424, C6 1.369, H18 1.051
5 C 0.466 -0.474 0.477  C3 1.372, C4 1.424, O14 1.419
6 C 2.901 -0.393 -0.072  C4 1.369, C7 1.529, O12 1.302
7 C 4.201 -1.110 -0.438  C6 1.529, H19 1.098, H20 1.052, H21 1.149
8 C 0.043 3.292 -0.244  P15 1.787, H22 1.047, H23 1.115, H24 1.081
9 C -4.076 -0.841 -0.127  N11 1.303, H25 0.995, H26 1.130
10 N -0.966 -2.376 -0.230  C2 1.305, C3 1.398
11 N -2.882 -1.263 0.180  C1 1.308, C2 1.416, C9 1.303
12 O 3.131 0.735 0.537  C6 1.302, H27 0.939
13 O -1.099 1.077 -1.389  P15 1.461
14 O 0.311 0.873 0.893  C5 1.419, P15 1.680
15 P -0.754 1.698 -0.112  C8 1.787, O13 1.461, O14 1.680, H28 1.264
16 H -2.251 0.082 1.582  C1 1.038
17 H -2.834 -3.073 -0.908  C2 1.030
18 H 1.632 -1.985 -0.401  C4 1.051
19 H 4.988 -0.756 0.242  C7 1.098
20 H 3.926 -2.097 -0.199  C7 1.052
21 H 4.588 -1.024 -1.516  C7 1.149
22 H -0.011 3.653 0.737  C8 1.047
23 H 1.092 3.421 -0.601  C8 1.115
24 H -0.571 4.060 -0.695  C8 1.081
25 H -4.294 0.069 0.211  C9 0.995
26 H -4.910 -1.579 -0.321  C9 1.130
27 H 2.383 1.136 0.939  O12 0.939
28 H -1.735 2.042 0.608  P15 1.264

Properties
E (a.u.): -1027.2077
Total charge: 0
Kohn-Sham gap (alpha / beta) (eV): 6.9447 / 6.3547
ΔE to the lowest compared entry with this formula, charge and spin (kJ/mol): 275.9
LUMO (alpha / beta) (eV): -0.17 / -0.06
HOMO (alpha / beta) (eV): -7.115 / -6.419

Here are the Mulliken charges for atoms 1 to 6, given in e: -1.275, -0.322, 0.853, -0.896, 0.611, 0.650



Table of molecular weight (g mol⁻¹), in record order: 278.113, 149.217, 149.217, 165.216, 197.214, 228.188